Record 1
117
Properties=species:S:1:pos:R:3:forces:R:3 method="wB97M-V/def2-TZVPD" orbital_gap_ev=9.81 e_above_lowest_kcal_mol=0.0 homo_ev=-9.3
C 0.702527 3.262904 2.911396 0.77 1.37 -0.20
O -0.450172 3.597335 3.264660 0.55 -0.07 -0.46
N 1.458607 4.202459 2.191919 -1.65 -1.70 1.26
N 1.225903 2.061152 3.231931 -1.75 -0.34 0.86
H 1.001954 5.068227 2.001264 0.00 0.23 -0.07
H 2.395645 4.039746 1.948862 1.03 -0.13 -0.36
H 0.588402 1.449849 3.801490 0.74 0.61 -0.67
H 2.154183 1.695361 3.157261 0.84 0.38 -0.57
C 0.396223 -3.646326 -4.261453 -1.22 1.97 -2.45
O -0.765220 -3.240382 -4.457302 1.12 -0.60 1.04
N 1.289834 -3.605880 -5.320052 -1.66 -1.04 1.20
N 0.949382 -3.984146 -3.035997 -0.48 -1.01 -1.46
H 1.060688 -3.185540 -6.200238 -0.12 0.09 0.18
H 2.186824 -3.617370 -4.965872 2.49 0.26 -0.15
H 1.466086 -4.882878 -3.120917 -0.55 0.99 0.68
H 0.173246 -3.962501 -2.391649 0.36 -0.51 0.80
C 0.515530 -3.792631 5.141902 2.77 -1.79 -0.88
O 1.439814 -3.724019 4.300257 -1.07 0.63 0.34
N -0.179100 -2.752949 5.591329 -0.96 -0.10 0.30
N 0.371520 -5.033938 5.780849 -0.28 -0.62 -0.07
H -0.235068 -1.884568 5.043867 0.03 -0.16 0.47
H -0.774794 -2.953940 6.391303 0.09 0.63 -0.52
H 1.027011 -5.769980 5.457496 -0.67 1.21 0.08
H -0.550918 -5.430170 5.950710 0.26 0.52 0.04
C -1.607521 2.263945 -0.450786 -0.12 1.53 0.16
O -0.939303 1.333761 -0.027485 0.19 -1.69 -0.68
N -2.241385 2.389796 -1.679032 1.04 -0.55 -0.73
N -1.748683 3.333720 0.357750 -0.53 0.49 0.16
H -1.871480 1.695772 -2.353718 -0.35 0.30 0.42
H -2.191892 3.324563 -2.122872 -0.13 -0.72 0.61
H -1.437705 3.238181 1.323288 -0.08 0.24 -0.24
H -2.517209 3.936785 0.130780 0.00 0.40 0.34
C 3.708865 -0.607283 2.533064 -1.38 2.32 1.25
O 3.785177 0.673683 2.588688 0.35 -1.95 -0.11
N 4.172637 -1.317351 1.521134 -0.72 -0.68 1.59
N 2.996955 -1.267283 3.500285 1.24 -1.82 -2.43
H 3.874189 -2.262904 1.466904 0.13 -0.97 -0.33
H 4.747665 -0.921385 0.841839 0.79 0.57 -1.60
H 2.857244 -2.285481 3.482806 0.07 0.91 0.20
H 2.653543 -0.772279 4.250306 -0.84 1.20 1.66
C -1.333548 0.779336 -4.907129 -0.10 0.23 -3.17
O -0.891557 0.557005 -3.810186 0.56 -0.53 2.82
N -1.367358 -0.182231 -5.873927 -0.25 -0.53 -0.38
N -1.698718 2.021569 -5.288990 -0.57 -0.46 -0.55
H -1.677954 0.064052 -6.816330 0.13 -0.51 0.82
H -1.242581 -1.159259 -5.579702 -0.11 0.65 -0.31
H -1.484287 2.741942 -4.633572 0.13 0.99 0.31
H -1.872907 2.317498 -6.238685 0.02 -0.40 0.22
C 2.862681 2.637671 -0.337049 0.98 -0.18 -1.24
O 2.808191 3.603468 -1.152848 -0.09 -1.28 1.68
N 1.905278 1.711866 -0.175821 -0.08 0.56 -0.43
N 4.038228 2.289843 0.308204 0.88 2.23 -0.60
H 2.099491 0.995730 0.485827 -0.35 -0.50 0.48
H 0.982209 1.843513 -0.548257 -0.22 -0.14 0.17
H 4.701686 3.061156 0.175671 -0.15 -0.80 0.23
H 4.227674 1.630865 1.082350 -0.94 0.35 -0.14
C 0.242925 -2.137171 0.016285 0.11 0.08 -1.66
O 0.660218 -3.294276 -0.116968 -0.22 0.46 0.34
N 0.168086 -1.527369 1.237341 0.28 0.52 0.78
N -0.146032 -1.359842 -1.053724 -0.11 0.08 0.73
H 0.046850 -0.504972 1.341686 0.16 -1.01 -0.34
H 0.763829 -1.983968 1.927565 -0.35 0.34 -0.09
H -0.178488 -1.657865 -2.009439 0.17 -0.65 -0.01
H -0.597538 -0.469444 -0.912703 0.10 0.23 0.36
C -1.568865 0.295008 3.703524 2.88 -0.64 0.08
O -0.439755 0.049023 4.270180 -2.18 0.24 -0.19
N -2.064912 1.524147 3.602998 -1.84 0.18 -0.62
N -2.220700 -0.708534 3.070952 0.07 -1.32 -0.46
H -2.806240 1.730482 2.900396 0.86 -0.49 0.91
H -1.506325 2.317310 3.885323 0.37 0.25 -0.07
H -2.713623 -0.436945 2.228046 -0.37 -0.05 0.16
H -1.640407 -1.557082 2.928128 -0.59 1.08 0.16
C 0.012834 4.253315 -3.249217 1.02 -3.36 -1.36
O -1.022251 4.217894 -3.942576 0.50 1.69 1.34
N 0.736407 3.008921 -3.193781 -1.84 1.27 -0.35
N 0.579743 5.326990 -2.609497 -0.68 0.39 -0.80
H 1.525622 2.936572 -2.594132 0.72 0.09 0.53
H 0.273248 2.112854 -3.507593 0.44 1.57 0.62
H 0.452577 6.275588 -2.993019 -0.30 -1.12 0.27
H 1.487287 5.164844 -2.221127 0.44 -0.26 0.32
C 3.615618 -2.436215 -1.987288 -0.90 -0.14 1.51
C 4.322387 -1.201016 -2.351941 0.55 1.56 0.03
C 3.504700 -0.323584 -3.262548 -1.13 1.66 -0.09
O 3.375468 -0.859887 -4.570099 0.77 -0.22 0.58
C 2.382975 -0.152638 -5.240918 -1.11 -0.47 -0.49
N 4.724452 -0.429389 -1.120960 -0.13 -0.26 -0.94
H 3.225483 -2.991659 -2.844068 0.46 -0.12 0.36
H 2.756094 -2.150836 -1.353022 0.01 -0.26 -0.36
H 4.295428 -2.934473 -1.289017 -0.23 -0.79 -0.47
H 5.234489 -1.480231 -2.862348 0.47 0.13 -0.19
H 3.876481 0.758982 -3.383200 -0.09 -1.39 0.45
H 2.470796 -0.221650 -2.787273 0.90 -0.11 -0.46
H 2.532205 -0.186684 -6.324716 -0.11 -0.60 0.11
H 2.418713 0.900459 -5.030373 -0.03 0.73 0.47
H 1.398284 -0.563041 -4.913871 0.33 0.49 -0.55
H 5.530743 0.084362 -1.430241 0.38 0.49 0.21
H 4.042566 0.294900 -0.855797 0.15 -0.52 -0.46
C -7.527265 -0.496609 3.442033 -1.04 -0.21 0.78
C -6.063520 -0.184107 3.359605 1.29 1.23 -0.74
C -5.812524 -0.135679 1.856171 -0.36 -1.30 -1.87
O -4.645396 0.511701 1.375306 -0.05 -0.12 0.87
C -4.682640 0.554908 -0.034038 0.12 -2.80 0.02
N -5.801706 1.128244 3.917382 -0.57 1.22 1.86
H -7.868827 -0.669005 4.486725 0.29 -0.16 -0.60
H -7.645114 -1.416999 2.843831 -0.64 0.39 0.32
H -8.168883 0.361907 3.068322 0.95 -1.07 0.11
H -5.371556 -0.915021 3.783405 -0.43 -0.50 0.21
H -6.693366 0.390184 1.383313 0.69 -0.53 0.37
H -5.754793 -1.223741 1.423695 -0.47 1.58 0.81
H -4.457934 -0.483403 -0.510654 -0.42 1.34 0.86
H -3.889482 1.172386 -0.321507 0.70 1.18 -0.74
H -5.672549 0.833761 -0.361339 -0.18 0.52 -0.38
H -6.292170 1.262087 4.848339 0.94 -0.32 -1.59
H -4.814693 1.386538 4.049577 -0.67 -0.52 -0.15
O 2.939704 -4.579711 1.815690 -2.50 1.17 0.12
H 2.641096 -4.351486 2.746995 0.23 -0.63 -1.44
H 2.084510 -4.408913 1.260650 2.06 -0.31 1.26

Record 2
120
Properties=species:S:1:pos:R:3:forces:R:3 method="wB97M-V/def2-TZVPD" orbital_gap_ev=8.45 homo_ev=-9.0
C -3.214994 -6.969100 2.050148 -0.27 -1.15 0.71
C -1.826723 -7.677586 2.529730 -1.38 -0.52 0.22
N -0.648393 -6.750865 2.502126 0.29 0.12 -2.37
C 0.614853 -7.446925 2.971231 1.05 0.44 0.94
C 1.014974 -6.756833 4.396069 -0.37 -0.15 -1.31
C -0.408756 -6.213706 1.128151 -0.29 -0.99 -1.13
S -0.664447 -7.145802 -0.278135 0.37 1.41 1.96
S 0.180745 -4.466196 0.997563 -0.19 -1.23 0.26
C 0.778503 -4.085113 -0.747903 1.21 -0.63 -0.58
C 1.875954 -2.878365 -0.656111 -0.85 -0.02 -0.22
C 1.195723 -1.417918 -0.972474 0.33 -1.40 -0.60
C 1.613859 -0.291301 0.093305 0.20 0.17 -0.17
C 3.232013 -0.365359 0.260434 2.90 -0.85 0.92
N 4.429912 -0.476924 0.388471 -6.18 0.70 -0.94
C 1.281221 1.226827 -0.344453 0.32 0.87 -1.14
C 0.468525 1.393689 -1.725428 -1.10 1.11 0.04
C -1.141069 1.167104 -1.527253 0.46 0.93 0.66
C -2.027100 1.957966 -2.610326 1.12 -0.67 -0.12
O -1.816855 1.277010 -3.900694 -1.22 0.61 0.25
C 0.846053 -0.619069 1.475574 -0.29 -0.52 1.16
C -0.762578 -0.556444 1.358896 -3.48 0.92 -1.60
N -1.955535 -0.417068 1.166776 6.91 -1.05 1.37
C 1.249859 0.319042 2.720272 -0.96 -0.08 1.21
N 2.559877 -0.019813 3.357318 -0.62 0.74 0.88
C 3.111418 1.234669 4.022260 0.94 -0.01 -0.49
H -3.281591 -5.866134 2.361179 0.34 -1.61 -0.70
H -3.439063 -7.159741 0.941655 0.52 0.64 1.64
H -4.059907 -7.511526 2.638824 1.38 0.92 -1.03
H -1.617505 -8.651520 1.929570 -0.41 1.69 0.78
H -2.023275 -8.028860 3.621013 0.79 0.86 -1.71
H 1.464342 -7.316001 2.194320 -1.50 -0.26 1.43
H 0.414833 -8.572703 3.076918 0.23 1.62 -0.16
H 1.031700 -5.615408 4.177846 0.04 -1.95 0.64
H 0.152947 -6.994228 5.118989 1.54 0.49 -0.88
H 2.039032 -7.104897 4.785405 -1.77 0.48 -0.58
H -0.087764 -3.845939 -1.461461 1.41 -0.48 1.09
H 1.375749 -5.017146 -1.100245 -1.42 1.47 0.51
H 2.324675 -2.944044 0.396712 -0.28 0.27 -1.62
H 2.675251 -3.067840 -1.473916 -1.25 0.19 1.64
H 1.510002 -1.181698 -2.060517 -0.51 0.00 1.99
H 0.057952 -1.627326 -1.018052 1.78 0.90 0.33
H 2.284211 1.799151 -0.485296 -1.64 -1.06 0.33
H 0.700027 1.830593 0.455058 0.94 -1.31 -1.14
H 0.564834 2.515388 -2.018673 0.02 -2.00 0.49
H 0.889502 0.805164 -2.613385 -0.57 0.77 1.45
H -1.391184 0.054697 -1.422147 0.10 1.66 -0.47
H -1.382938 1.654602 -0.497516 0.28 -0.84 -1.68
H -1.643211 3.043802 -2.746368 -0.85 -2.02 0.62
H -3.144483 1.923542 -2.348810 1.73 0.24 -0.20
H -2.633923 1.436470 -4.431301 0.85 -0.26 0.50
H 1.083884 -1.711127 1.801758 -0.48 1.83 -0.59
H 1.252995 1.443259 2.503347 -0.10 -1.73 -0.17
H 0.432537 0.152977 3.534611 0.99 0.44 -1.53
H 2.369595 -0.682433 4.130523 0.09 0.43 -0.85
H 2.286199 1.928642 4.417285 1.13 -0.90 -0.54
H 3.795987 0.939568 4.903968 -1.10 0.45 -1.46
H 3.767442 1.759431 3.212618 -1.47 -0.66 1.81
O -3.007057 4.634186 -2.382925 -0.27 0.54 0.31
H -3.797182 4.914648 -1.899791 0.06 -0.05 -0.03
H -2.405089 5.387086 -2.302215 -0.15 0.06 -0.06
O -1.629215 7.356781 -1.772218 0.34 0.05 0.14
H -1.092680 7.920456 -2.346532 -0.31 0.03 -0.10
H -1.720832 7.870809 -0.959714 -0.08 -0.10 -0.14
O -3.931862 1.187086 -6.162760 -0.07 -0.17 -0.16
H -3.542162 0.367721 -6.494669 0.01 0.14 0.09
H -4.838846 1.165786 -6.493384 0.13 0.07 0.15
O 1.882216 3.835593 -3.389400 -0.16 -0.34 -0.24
H 2.769383 3.794602 -3.768468 -0.12 0.28 0.12
H 1.390913 4.392743 -4.006395 0.11 -0.05 0.13
O 6.762007 -2.582491 -1.163786 -0.33 -0.03 -0.21
H 6.488000 -2.998719 -1.990594 0.12 0.06 0.14
H 5.989807 -2.065767 -0.894091 0.17 0.03 0.14
O 3.479278 -6.153110 2.318485 -0.03 0.11 -0.28
H 2.731362 -5.547461 2.222443 0.10 -0.01 0.05
H 3.708299 -6.388353 1.410050 0.06 0.06 0.17
O 4.800278 3.507054 -1.129298 -0.12 -0.28 0.17
H 3.860286 3.373742 -1.313692 0.07 0.14 -0.01
H 5.128635 2.619048 -0.933820 0.01 0.07 -0.20
O 3.536523 6.012653 -2.949583 0.42 0.14 0.15
H 4.337545 5.705243 -2.504859 -0.08 0.08 -0.08
H 2.894152 6.113216 -2.232094 -0.09 -0.07 0.01
O -2.275084 9.665277 -3.489752 -0.28 0.04 -0.09
H -2.624921 10.441819 -3.944584 0.17 -0.10 0.07
H -2.988376 9.016135 -3.550696 0.16 0.02 0.06
O -0.685656 -3.103168 -3.733425 -0.16 0.14 0.03
H -1.040007 -2.325957 -4.185678 0.00 -0.05 0.18
H -1.400389 -3.750189 -3.786178 0.26 0.00 -0.26
O -4.929387 4.990824 0.155130 0.14 0.09 0.18
H -4.128663 4.689200 0.603408 -0.15 -0.05 -0.10
H -5.571638 5.095715 0.869619 0.09 -0.02 -0.09
O 0.521426 -6.036098 -3.504127 0.22 -0.13 0.04
H 0.268902 -6.529396 -2.713772 -0.11 0.04 0.09
H 1.482029 -6.126028 -3.538402 -0.18 0.05 -0.11
O -2.364156 4.351959 -5.837090 -0.04 -0.16 -0.09
H -3.301375 4.211928 -6.019973 0.18 0.00 0.09
H -2.032249 3.468136 -5.629276 -0.05 0.12 0.03
O -5.383808 6.549808 2.815060 0.12 0.17 -0.01
H -4.846203 7.112304 2.242180 -0.12 -0.11 0.02
H -5.475412 7.063770 3.628515 -0.06 -0.12 -0.08
O 2.164303 -5.726014 6.973679 0.21 0.21 0.29
H 3.072396 -5.477766 6.757286 -0.15 -0.07 -0.03
H 2.049091 -5.421616 7.882970 -0.01 -0.08 -0.15
O -7.884716 8.045324 2.906936 -0.24 -0.22 -0.20
H -7.494309 7.226065 2.572375 0.14 0.14 0.07
H -8.791628 8.025255 2.576253 0.14 0.11 0.13
O -4.935242 -0.902294 0.846449 0.01 -0.32 0.10
H -5.178810 -1.403612 1.634471 0.01 0.12 -0.15
H -3.970639 -0.975878 0.810671 -0.06 0.24 0.06
O 5.026764 3.203646 2.372729 0.52 0.03 -0.15
H 5.760424 3.683730 2.779462 -0.16 0.01 -0.02
H 5.283802 3.127054 1.443466 -0.17 0.14 0.02
O 6.267172 0.530139 3.650327 -0.10 -0.03 0.04
H 5.899988 1.306216 3.207160 -0.02 -0.06 -0.02
H 5.557541 -0.123126 3.598761 0.15 0.08 -0.12
O -3.638784 -3.438941 -2.834435 0.07 -0.12 0.22
H -2.834579 -3.742185 -2.393810 -0.18 0.12 0.07
H -4.273071 -3.331698 -2.113754 0.05 0.04 -0.15
O 1.403633 6.547363 -0.859813 -0.07 0.01 -0.15
H 1.053542 7.328577 -1.306296 0.05 -0.13 0.12
H 0.688440 5.900536 -0.925996 0.09 0.09 -0.04

Record 3
48
Properties=species:S:1:pos:R:3:forces:R:3 method="wB97M-V/def2-TZVPD" orbital_gap_ev="5.38 / 4.68" homo_ev="-7.0 / -7.1" spin_multiplicity=3
Mo -0.284154 0.093738 0.681288 -0.33 1.92 2.11
O 1.272546 -0.908962 -1.853213 -0.37 0.33 -0.10
As 2.389546 0.091138 -0.895612 1.59 -0.40 -1.81
O 3.774946 -0.732062 -0.992712 0.71 -0.05 -0.01
O 1.714246 0.140538 0.625788 -0.48 -0.22 0.71
C 2.663146 1.932138 -1.520312 0.06 -0.69 0.29
C 3.899746 2.246538 -2.070212 -0.09 -0.41 0.09
C 4.210346 3.569238 -2.345012 -0.05 -0.01 0.01
C 3.300146 4.577038 -2.061512 -0.02 -0.14 0.04
C 2.065246 4.262238 -1.515112 -0.19 0.04 0.12
C 1.766246 2.940738 -1.238012 -0.46 -0.16 -0.03
S 0.171446 2.482338 -0.601312 -0.33 2.28 -0.05
O -0.782154 3.477338 -0.969612 0.19 0.24 -0.30
O -0.106454 1.155938 -1.214612 0.08 -0.62 0.08
O 0.249346 2.247738 0.852388 0.22 -0.07 -0.15
H 1.825946 -1.508562 -2.370112 0.18 0.00 0.14
H 4.599646 1.438038 -2.251712 0.02 0.10 0.00
H 5.170946 3.810238 -2.773512 0.08 0.04 -0.04
H 3.553946 5.605038 -2.264812 -0.01 0.12 -0.03
H 1.322646 5.013138 -1.297812 -0.03 0.17 -0.03
Br -4.855954 -2.789862 -3.344312 0.14 0.09 0.15
C -3.596554 -1.996962 -2.188712 -0.03 0.59 -0.06
C -3.441554 -0.601262 -2.161312 -0.22 -0.82 -0.04
C -2.548054 -0.058162 -1.279812 0.03 0.39 -0.03
N -1.747454 -0.789862 -0.479212 -1.12 -1.36 -1.25
C -1.852254 -2.147562 -0.565012 -0.92 1.09 -0.59
C -2.812854 -2.775162 -1.372112 0.42 0.15 0.40
C -0.835154 -2.808362 0.182088 1.28 -0.34 0.99
C -0.646854 -4.194862 0.237888 -0.21 0.54 -0.11
C 0.482046 -4.692762 0.839488 0.48 0.27 0.30
Br 0.791546 -6.551462 0.883788 -0.03 0.23 0.02
C 1.406446 -3.797562 1.402088 -0.54 -0.68 -0.28
C 1.123046 -2.460162 1.370788 0.10 0.51 0.13
N 0.022646 -1.929562 0.784688 0.12 -2.54 -0.40
H -4.027354 0.037438 -2.799912 -0.07 0.08 -0.03
H -2.457354 1.021038 -1.217412 0.04 -0.20 0.00
H -2.925454 -3.848462 -1.351912 0.09 -0.01 -0.08
H -1.372154 -4.855062 -0.207112 -0.03 -0.06 -0.09
H 2.318546 -4.146662 1.857588 0.05 0.00 0.04
H 1.819646 -1.756262 1.812688 -0.17 -0.08 -0.11
S -3.693254 1.969038 7.020088 -0.07 0.05 0.10
C -2.950854 1.578238 5.625588 0.15 -0.07 -0.27
S -3.610254 1.944638 4.040387 0.29 -0.19 0.44
C -2.321454 1.220838 3.116588 0.79 -0.29 0.54
C -1.287754 0.677338 3.826288 -0.80 0.44 -0.45
S 0.047846 -0.096662 3.073588 0.06 -0.11 -0.22
S -1.404654 0.755638 5.564788 -0.42 0.25 -0.13
S -2.401854 1.158938 1.404188 -0.16 -0.40 -0.01

no.,energy (eV)
1,-79115.25906
2,-92536.37898
3,-302939.08945